The following is a DFT calculation (ωB97M-V with the def2-TZVPD basis set) of 11 unconnected molecules or ions with the total composition C38H103N5O20.

XYZ file:
```
166
Properties=species:S:1:pos:R:3:forces:R:3
O 0.8952 2.4274 -2.1393 0.4199 1.2350 1.4609
O 0.9429 -2.4736 -0.7084 -1.2164 -1.4842 -0.8069
O 3.4508 6.3648 -2.5148 -0.3896 0.0562 0.3472
O 4.6579 -0.6477 2.5706 0.8795 -1.3581 -1.9422
O 3.3304 -3.5651 8.4929 1.6824 0.6272 0.6499
O -6.0502 -6.7586 0.1314 0.3204 0.6237 0.8674
O -2.9685 2.8075 -5.6608 -0.3467 -1.3399 0.2607
O -0.1883 2.5674 -6.1517 -0.4426 2.7910 -0.6603
O -3.9550 -1.2296 2.2888 0.8870 0.5048 -0.8065
O 1.9056 -4.7982 3.1637 -0.0081 -1.6794 0.6484
O -2.2602 4.8930 -3.8814 1.5363 1.8251 -0.9205
O 3.8203 0.3826 -3.7096 0.4888 0.1002 -1.0078
O 4.6118 4.0888 -0.6871 -1.3760 0.5366 -0.3819
O 6.2656 4.1865 -2.9683 1.6044 0.5779 -0.5657
O 0.2605 -8.0263 -2.2631 -1.1775 0.0713 0.3575
O 4.0118 8.8007 -4.0375 0.0402 -0.0384 1.1445
O -6.1580 1.0457 6.7317 -0.4940 0.4057 1.1130
O -0.8412 2.3049 0.6085 -0.2548 -0.1411 0.1779
O -0.7970 -5.9175 4.1877 -0.0832 0.3930 -1.2093
O -0.1528 8.9139 -4.0985 1.6501 -1.2658 1.0401
N -3.3591 -7.6092 -1.5481 -0.9369 -0.2158 0.5510
N 2.4175 -2.3974 5.0599 -0.6590 -0.3702 -0.5471
N 2.4011 0.2112 -1.2810 -1.5809 0.9626 0.3067
N 0.5302 5.4607 -5.3497 0.3728 -0.4903 -2.8553
N -6.8444 0.3552 4.1184 0.6415 0.2528 0.8679
C -3.4730 2.9835 -4.3410 -1.3760 1.2418 -2.0041
C 2.8030 -0.9396 -0.5145 0.4310 -1.6860 0.6749
C 0.9740 3.6811 -2.7517 -0.4113 1.0020 -0.9509
C -0.0176 -3.4198 -0.1457 1.8910 0.5152 0.1579
C 2.9838 -4.5357 9.4778 0.0459 0.1933 -1.1204
C -7.2975 0.2213 6.5161 0.8347 -0.8407 0.7129
C 1.7002 -1.7590 0.2390 -1.0247 1.0563 -0.9101
C 0.5637 7.6413 -4.2351 -0.0066 0.1291 0.2145
C 4.7934 8.2117 -2.9790 0.8611 0.1975 -0.6569
C 4.7058 0.6780 2.8740 -1.2012 1.5893 1.6253
C 0.8898 1.3819 -3.0381 1.1459 -2.9725 1.1309
C 1.6465 -6.1790 3.5794 -1.6116 0.0798 0.0952
C -5.0506 -6.0217 -0.4927 0.8791 0.9811 1.4874
C 5.0172 3.5789 -3.0910 -0.0945 0.6237 0.8310
C 0.4943 -6.3217 4.5863 0.1945 0.8286 1.0760
C -0.2269 1.2073 -6.2135 1.3334 -0.8160 0.2756
C 0.9448 3.3401 -6.6928 -2.3864 -0.4223 1.9493
C -2.5985 -1.5589 2.3950 1.1710 -0.3978 -0.5277
C 3.3275 -2.9158 6.0737 0.3192 1.7741 1.4838
C 1.4590 -7.3060 -2.0651 -0.1084 0.1358 0.1072
C 4.3096 -1.6547 3.5138 -1.2468 1.2379 -0.9545
C -6.6292 -7.6477 -0.7030 -0.9742 -2.5197 -1.6673
C -3.6525 -6.6880 -0.4374 -0.8170 1.3102 -1.5425
C -4.4715 -0.7654 3.4884 -2.4646 -0.2748 1.0782
C 2.8880 -1.3543 4.1031 1.2375 -0.6116 2.1688
C 4.0491 7.4912 -1.9051 -0.5381 0.3991 -0.2842
C -0.9345 -7.3059 -1.8752 1.5706 1.0274 1.7179
C 2.6444 -3.6016 7.2772 -1.5615 -0.5828 -0.6521
C 0.4684 4.7876 -6.7104 1.7970 0.7563 0.1965
C -2.0775 -8.2059 -1.5611 1.4927 -2.2573 -1.5294
C 4.6638 3.0908 -1.7083 0.6040 -1.6249 0.3866
C -6.2730 1.7382 7.9825 0.7425 0.5566 -0.6729
C -5.9089 -0.1662 3.1545 1.0751 -1.2117 -1.6510
C 0.2795 6.9099 -5.5643 -1.2797 0.2044 2.0234
C 1.1925 0.0725 -2.1478 -0.1340 0.4252 -1.4814
C -6.9925 -0.5537 5.2480 -0.7668 -0.6445 0.5339
C -3.5561 4.5098 -4.2198 -1.1313 -2.2804 3.6458
C 0.3693 9.7055 -2.9977 -0.7587 1.2121 -1.1174
H 0.3488 6.9835 -3.3930 -0.7747 -0.1511 0.0961
H -0.6795 -2.9514 0.5827 -0.1336 0.0961 -0.1244
H 3.6324 -2.0350 6.6387 0.8409 0.4689 -0.3599
H 5.3851 8.9850 -2.4891 0.0111 0.2424 -0.3723
H -0.4536 4.9541 -7.2673 -0.4649 -0.3570 0.2816
H 0.2115 -0.2695 -1.8181 0.1961 0.1963 1.4715
H 2.3369 -7.9453 -2.1587 -0.3167 -0.3454 -0.4157
H -7.3501 -0.3924 7.4154 0.0891 -0.9447 -0.1762
H 3.4322 8.0949 -4.3333 -0.1259 -0.0775 -0.2209
H -6.7368 -8.6587 -0.3100 -0.1545 0.0294 0.9441
H 1.8458 3.7837 -3.3978 -0.0927 -0.2997 -0.3862
H 0.8446 7.3790 -6.3697 0.2830 -0.5723 -0.0465
H -5.3220 -5.5211 -1.4222 -0.1687 -0.7905 -0.6986
H 1.6446 7.6929 -4.1045 0.1455 0.8623 -0.1849
H 3.4018 -5.4755 9.1171 -0.3311 -0.4406 0.3281
H 1.6172 3.2397 -5.8408 1.1677 0.0512 -0.7995
H -6.0745 -1.1221 5.3974 0.0303 -0.0527 0.3332
H -1.9618 -8.8353 -2.4434 -0.9519 -0.8140 -0.1469
H 2.0106 -3.1603 4.5378 0.0989 -0.1130 -0.1098
H 5.1579 -1.7206 4.1951 -0.4638 -0.2006 0.6886
H 5.0616 2.8307 -3.8824 -0.4726 -0.5154 0.3782
H 1.5375 -6.9255 -1.0467 -0.2606 0.3613 0.1351
H -2.0262 2.9853 -5.6167 0.5234 0.0953 -0.2867
H 3.5410 -0.6729 0.2420 -0.0843 0.5030 0.0958
H 1.9293 -2.3920 1.0963 1.0383 -0.1915 -0.1050
H -1.2388 -6.5297 -2.5773 0.1664 -0.0380 -0.5394
H 3.4054 -1.5325 -1.2028 -0.3511 -0.8659 0.0483
H 3.8323 2.3960 -1.8269 -1.1089 0.8852 0.5728
H -6.6097 1.1726 8.8513 -0.6908 -0.5295 -0.3972
H 0.8081 -5.6639 5.3969 0.0284 0.0010 0.4757
H 4.6664 7.2045 -1.0537 0.4841 -0.1010 -0.2144
H 1.4595 -0.7726 -2.7822 0.0291 0.1644 -0.5794
H 5.4607 4.1160 -0.2397 -0.0036 -0.0236 -0.2986
H 4.2556 -2.5517 2.8970 0.0939 -0.1929 0.2298
H -0.7737 7.1184 -5.7525 -0.2775 -0.0983 -0.3804
H -3.5846 -7.1191 0.5615 0.4054 -0.2959 -0.2704
H -5.2819 2.0374 8.3234 0.1542 0.2999 -0.5417
H -7.6314 -7.3447 -1.0062 -0.0406 0.2064 -0.3299
H -0.5609 3.0224 1.1767 0.0329 0.1661 0.1759
H 2.0945 -1.1127 3.3958 0.2676 -0.6764 -0.5218
H 1.2102 5.3105 -7.3141 0.2252 0.1392 -0.1072
H -6.4600 1.1425 4.6209 0.3271 0.7305 -0.6779
H -4.5493 -1.6664 4.0970 -0.0293 0.1818 0.7773
H 1.4041 10.0112 -3.1522 0.1835 -0.3930 -0.0866
H -8.2850 0.6778 6.5821 0.0598 0.9745 -0.7883
H 3.3156 8.1879 -1.4992 -0.4899 0.0363 0.0396
H 3.1182 5.8410 -1.7823 -0.0769 -0.5124 -0.0888
H -5.6238 0.4778 2.3226 -0.4992 0.9581 0.3197
H 4.1256 -0.5080 -3.8821 0.1400 -0.1761 -0.1573
H 1.5222 -6.4983 -2.7943 0.1822 0.2433 0.0806
H 5.3433 2.3845 -1.2312 0.9066 -0.3652 -1.0861
H 5.4556 7.5080 -3.4835 0.4067 -0.1417 0.3093
H -2.3438 -2.5592 2.7450 -0.7816 -0.4959 0.4974
H 0.6738 0.8153 -5.7411 0.0914 -0.4628 0.5003
H -3.0291 -5.8024 -0.5601 0.6782 0.1261 0.6296
H -2.0978 4.8203 -2.9380 -0.3825 -0.0209 -0.0220
H -5.0087 -5.1458 0.1546 0.5820 0.1451 0.2609
H 2.4718 -6.5998 4.1538 0.4566 0.4545 -0.4431
H 1.1336 -4.5113 2.6704 -0.2389 -0.0125 -0.0965
H 0.6107 -4.1572 0.3538 -0.1474 -0.3195 0.4499
H -0.1321 0.8161 -7.2265 -0.8463 -0.0993 -0.3196
H 2.9319 -0.4236 4.6687 0.3161 0.1190 0.2548
H -0.5637 -3.9876 -0.8991 0.0486 0.6389 -0.3164
H 6.3252 4.6303 -3.8175 0.8429 0.3976 0.1115
H -2.9168 2.4427 -3.5753 0.4703 0.5227 0.1766
H -3.9075 0.0104 4.0062 0.5328 -0.0024 -0.1511
H -4.1893 4.6293 -3.3406 -0.2304 0.5082 0.4898
H -2.1273 -1.5693 1.4121 -0.3187 0.5161 -0.2348
H 0.2117 9.4451 -1.9511 -0.0061 -1.3396 -0.1149
H -1.3738 -5.9479 4.9545 0.0278 0.0360 -0.0075
H -1.1144 0.9706 -5.6268 -0.0123 -0.7943 -0.5657
H -0.7836 -6.8007 -0.9212 0.8664 0.6213 0.0902
H -0.1639 2.2543 -0.0660 0.2793 -0.0190 -0.5248
H -0.2059 4.9587 -4.8739 -0.5109 0.9057 0.6165
H -3.3675 -7.1457 -2.4454 -0.8555 0.5391 0.0636
H 1.9024 -4.5731 9.6086 -0.1632 -0.2494 -0.0553
H 4.3858 4.4175 -3.3846 -0.9799 -0.4715 0.0304
H -2.0056 -0.9075 3.0371 -0.2535 0.5009 0.0054
H 1.4123 -6.8418 2.7464 0.3798 0.2227 -0.4566
H -6.8871 2.6140 7.7728 -0.1274 0.1143 0.6048
H -7.7909 -1.2850 5.1224 -0.1530 -0.0729 -0.3809
H 1.2182 2.9554 -7.6754 0.3226 -0.0036 0.1513
H 0.9945 -1.0336 0.6437 0.0319 0.6144 0.4387
H 5.0948 1.3364 2.0973 0.0896 -0.6483 -0.4351
H 1.7076 1.3543 -3.7582 -0.0098 0.9015 -0.2462
H 3.5128 0.3595 -2.8034 -0.4024 0.0482 1.0506
H 0.0460 3.8915 -3.2834 0.0673 -0.3916 -0.6093
H 5.2292 0.9628 3.7867 0.6467 -0.4320 0.2890
H -1.8369 -8.8879 -0.7455 -0.2525 0.3440 0.4012
H -0.2171 10.6234 -3.0370 0.0049 0.1831 -0.3318
H 2.3796 -4.6255 7.0133 -0.1703 -0.3738 0.0859
H 1.0266 4.5865 -2.1471 0.2105 -0.5936 1.2438
H 1.7386 -3.0293 7.4777 -0.5307 -0.1180 -0.5627
H 4.2293 -3.4105 5.7132 -0.0438 -0.3800 -0.0273
H -0.0784 1.2872 -3.5299 -0.0337 -0.0946 -0.0955
H -4.4908 2.6081 -4.2348 -0.1474 -0.3970 -0.6389
H 3.6949 1.0135 3.1055 -0.3670 0.4846 -0.2262
H 3.4199 -4.2951 10.4474 0.2071 0.3112 -0.2980
H -5.9879 -7.9074 -1.5453 -0.1144 0.5599 -0.5182
H -4.1454 5.0451 -4.9643 1.1221 -0.1168 -0.7162
H -6.4434 -0.9322 2.5926 0.0175 -0.5004 0.1684
H 0.3718 -7.3263 4.9911 0.7845 -0.3446 -0.1942
H 2.3387 0.9809 -0.6300 -0.4419 0.4084 -0.2438
```
Positions in Å, forces in eV/Å.

Molar mass   950.3 Da
Electronic energy   -3287.658722 hartree
HOMO level   -8.65 eV
Relative energy (zero: lowest compared OMol25 entry of this formula, charge and spin)   6.095 eV
Spin multiplicity   1

Löwdin population analysis, charges in e, atoms 1 to 5: -0.1853, -0.2162, -0.0790, -0.2176, -0.2013